(1)
This record from the OMol25 dataset describes one molecule with the formula C7H7IO4. The level of theory is ωB97M-V/def2-TZVPD.

Geometry as ORCA input:
```
! RIJCOSX wB97M-V def2-TZVPD def2/J DEFGRID3
* xyz 0 1
I -1.18143 1.19562 3.19302
O 2.13417 1.81372 0.59617
O 1.66314 2.98959 2.46609
O 2.52734 -0.11419 -0.49832
O -0.04671 -1.81408 -0.49422
C 0.33493 1.06215 1.82863
C 1.40258 2.09718 1.73465
C 1.82042 0.51172 0.21697
C 0.55618 0.11594 0.91851
C -1.62161 -0.32968 -1.70473
C -0.26665 -1.11924 0.69528
C -0.30440 -1.09137 -1.69278
H -1.57959 0.59056 -1.11737
H -1.32049 -0.83852 0.81405
H -2.44307 -0.94357 -1.33189
H 0.52759 -0.41771 -1.91897
H -0.31713 -1.84598 -2.47783
H -1.84593 -0.04488 -2.73285
H -0.03935 -1.81725 1.50556
*
```

Values from the calculation:
LUMO energy = -1.0 eV
HOMO energy = -10.092 eV
Structure (SMILES) = CCOCC1=C(I)C(=O)OC1=O
Strongest force on any atom = 0.5 eV/A
Energy = -869.57539 Ha
Energy above the lowest of the compared OMol25 structures with the same formula, charge and spin = 0.00 kcal per mole

Löwdin population analysis, charges in e, atoms 1 to 4: 1.03, 0.14, 0.16, 0.20

***

(2)
This record from the OMol25 dataset describes CH2ClN2O2 as an isolated structure at a distorted geometry. The level of theory is ωB97M-V/def2-TZVPD.

Geometry as ORCA input:
```
! RIJCOSX wB97M-V def2-TZVPD def2/J DEFGRID3
* xyz -1 1
Cl -0.58625 1.93985 1.54602
O -0.06743 -1.04614 -1.54725
O -0.15988 -2.61094 -0.06001
N -0.09359 -1.46497 -0.37924
N -0.14031 -0.66991 0.60922
C 0.14671 1.09425 0.16854
H 1.16166 1.28787 0.34817
H -0.26091 1.47000 -0.68544
*
```

Values from the calculation:
LUMO energy = 3.8 eV
HOMO energy = -4.119 eV
Strongest force on any atom = 5.9 eV/A
Energy = -759.37176 Ha
Energy above the lowest of the compared OMol25 structures with the same formula, charge and spin = 54.60 kcal per mole

Löwdin population analysis, charges in e, atoms 1 to 4: 0.42, -0.12, -0.07, -0.71

***

(3)
This record from the OMol25 dataset describes one molecule with the formula C4H8N2O at a distorted geometry. The level of theory is ωB97M-V/def2-TZVPD.

Geometry as ORCA input:
```
! RIJCOSX wB97M-V def2-TZVPD def2/J DEFGRID3
* xyz 0 1
O -0.76678 -2.29785 -0.00954
N -0.76591 2.32001 -1.53211
N 0.93372 -0.11889 0.14418
C -0.57349 1.22252 -1.17535
C -0.26941 -0.08437 -0.75923
C -1.32254 -0.98525 -0.19059
C 1.06978 0.92527 1.20135
H 1.78278 -0.11101 -0.42164
H 0.18145 0.90242 1.83340
H 1.97098 0.74069 1.79275
H 1.13097 1.89465 0.70336
H -0.44895 -2.55712 -0.88822
H -2.18969 -0.99508 -0.86378
H -1.70038 -0.73631 0.81704
H 0.87158 -1.06178 0.55405
*
```

Values from the calculation:
LUMO energy = 0.3 eV
HOMO energy = -7.407 eV
Strongest force on any atom = 1.0 eV/A
Energy = -341.87621 Ha
Energy above the lowest of the compared OMol25 structures with the same formula, charge and spin = 79.96 kcal per mole

Löwdin population analysis, charges in e, atoms 1 to 4: -0.10, 0.10, -0.02, -0.31

***

(4)
This record from the OMol25 dataset describes an isolated ion of composition C3H5N2O3 and charge -1 at a distorted geometry. The level of theory is ωB97M-V/def2-TZVPD.

Geometry as ORCA input:
```
! RIJCOSX wB97M-V def2-TZVPD def2/J DEFGRID3
* xyz -1 1
O -2.60570 -1.14810 0.65713
O -2.21232 0.98062 1.07152
O -1.03133 -0.68471 -1.74701
N 0.68177 0.83371 1.15679
N 0.66170 -0.25508 0.24995
C 1.66546 -0.37557 -0.83245
C -0.95455 -0.30270 -0.59210
C -2.05305 -0.09394 0.46099
H 0.17718 1.66884 0.75236
H 0.15745 0.64247 1.97457
H 0.96443 -1.01762 -1.45427
H 1.96497 0.57776 -1.32087
H 2.58399 -0.82569 -0.37660
*
```

Values from the calculation:
LUMO energy = 4.0 eV
HOMO energy = -4.102 eV
Structure (SMILES) = CN(N)C(=O)C(=O)[O-]
Strongest force on any atom = 3.7 eV/A
Energy = -452.53102 Ha
Energy above the lowest of the compared OMol25 structures with the same formula, charge and spin = 85.50 kcal per mole

Löwdin population analysis, charges in e, atoms 1 to 4: 0.02, -0.06, 0.04, -0.04

***

(5)
This record from the OMol25 dataset describes a 13-piece molecular cluster, C19H60F3O15S overall at a distorted geometry. The level of theory is ωB97M-V/def2-TZVPD.

Geometry as ORCA input:
```
! RIJCOSX wB97M-V def2-TZVPD def2/J DEFGRID3
* xyz -1 1
S -0.17494 -0.73430 0.46244
F -2.69538 0.26005 0.24895
F -1.36997 0.96240 -1.34720
F -1.27873 1.75943 0.66405
O -3.92650 5.81146 -3.27173
O -1.36632 -2.04776 -3.13756
O -1.04704 -3.91640 0.54945
O -3.84440 2.64176 2.00288
O -2.95857 -2.10281 2.96797
O -0.05043 -1.65609 -0.64619
O 3.10487 1.59501 0.67782
O 6.63843 -2.55731 0.00120
O -0.74541 -1.40714 1.66764
O 1.25342 -1.29832 -4.00497
O 2.55694 -1.09557 2.84259
O 2.66298 4.45717 0.44484
O 0.77101 -2.95689 3.82258
O 1.02224 0.04499 0.71320
O -3.09894 -4.18153 -2.48567
C 1.76724 0.79668 -3.18853
C -5.35647 -4.67437 -1.96159
C -4.08080 -3.99247 -1.42953
C 4.34587 -1.66459 -0.18994
C -1.09456 -3.26933 5.17170
C 5.41837 -2.22416 0.72808
C -1.46778 0.63956 -0.04616
C 4.96262 -3.40600 1.61247
C 1.55107 5.86017 -1.12868
C -3.04688 5.63910 -1.17744
C 1.45203 4.63777 -0.18605
C 3.55075 -1.08178 -3.47381
C -0.03033 -2.28872 4.74469
C 0.37980 4.68002 0.83720
C 2.11567 -0.72468 -3.04561
C -4.28523 -2.43021 -1.33393
C 0.78378 -1.65546 5.90324
C -1.81800 4.46857 -3.03647
C -3.18793 4.87734 -2.44521
H 0.32858 -1.22041 -3.75961
H -2.32668 -2.52543 3.54964
H 3.69933 -2.12605 -3.74864
H -3.10239 -5.13743 -2.57421
H 0.61243 6.03994 -1.65285
H 3.84606 -0.46259 -4.32087
H 1.77889 6.80130 -0.62821
H -1.14332 5.32333 -3.08436
H -3.50240 6.66923 -3.34902
H -3.99712 5.82206 -0.67576
H -3.89912 -4.36952 -0.42309
H -1.89328 -2.84572 -3.09504
H 6.44078 -2.94199 -0.85586
H 0.71697 1.01436 -2.99449
H 1.98827 -0.91404 2.09433
H -0.49938 -1.48372 4.17895
H -3.47498 -2.04462 -0.71512
H 5.63257 -3.66919 2.43100
H 2.34702 1.40162 -2.49140
H -3.16489 2.29306 1.42589
H -3.76087 3.98626 -2.18866
H -4.36430 -1.91664 -2.29210
H -1.02223 -1.93986 -2.25089
H 1.98514 1.06222 -4.22299
H -1.96612 4.09179 -4.04849
H 0.00572 -1.24501 6.54686
H -1.07657 -3.15296 1.12610
H -5.68384 -4.21027 -2.89194
H -2.47880 6.55640 -1.33218
H 0.03981 3.68349 1.11904
H 1.19239 -2.54570 6.38138
H -5.21531 -5.72404 -2.21924
H -0.55619 5.02547 0.39823
H 5.60048 -1.42174 1.44297
H 3.46800 -1.34074 0.36914
H 4.69779 -4.28538 1.02541
H 1.27760 3.68267 -0.68150
H 2.32683 5.78315 -1.89050
H 2.23787 1.19187 0.63270
H 4.76635 -0.74972 -0.60746
H -2.42674 -1.73657 2.26139
H -2.41975 5.07567 -0.48654
H 1.34782 -2.28534 3.45121
H -1.44694 -3.99428 4.43796
H 2.77009 5.15139 1.09920
H -0.71600 -3.57654 -0.28190
H -5.20995 -2.21259 -0.79948
H 1.86727 -1.05980 -2.03859
H 4.04702 -3.17258 2.15588
H -3.62636 2.29435 2.86774
H -0.59379 -3.90175 5.90475
H -1.27140 3.73583 -2.44281
H -2.08497 -2.93563 5.48128
H 4.18828 -0.75480 -2.65238
H 3.18255 -0.37114 2.84988
H 4.10506 -2.41755 -0.94038
H 1.53550 -0.90345 5.66345
H 2.93045 2.52124 0.84487
H -6.22711 -4.62768 -1.30745
H 0.77525 5.25031 1.67772
*
```

Values from the calculation:
LUMO energy = 2.3 eV
HOMO energy = -6.913 eV
Strongest force on any atom = 3.2 eV/A
Energy = -2586.36191 Ha

Löwdin population analysis, charges in e, atoms 1 to 4: 0.62, 0.15, 0.13, 0.10

***

(6)
This record from the OMol25 dataset describes a 2-piece molecular cluster, C6H15ISi overall at a distorted geometry. The level of theory is ωB97M-V/def2-TZVPD.

Geometry as ORCA input:
```
! RIJCOSX wB97M-V def2-TZVPD def2/J DEFGRID3
* xyz 0 3
I -2.75438 -2.89229 -0.88493
Si 0.08908 -0.95008 -0.66745
C 1.38392 -2.17079 -0.00541
C -0.11147 -0.00775 2.09780
C -0.14158 -0.49910 -2.47459
C 0.92482 1.69563 0.41246
C -1.51053 1.10642 0.17779
C -0.13580 0.54447 0.61634
H 1.16499 -2.55628 0.97061
H -0.97592 0.40246 2.53700
H 1.65340 -3.01315 -0.66167
H 2.36695 -1.66864 0.12786
H 0.75137 2.57381 0.95619
H -1.22702 -0.74800 -2.67783
H 0.77067 2.09136 -0.63747
H 1.90546 1.30485 0.36263
H 0.77948 0.36971 2.51407
H -0.08059 0.59391 -2.37950
H -1.49693 2.11781 -0.40423
H -2.20566 0.39938 -0.24827
H -0.02409 -1.06316 2.06520
H 0.42534 -0.71195 -3.37582
H -2.17751 1.45777 0.96108
*
```

Values from the calculation:
LUMO energy (spin up / spin down) = 0.7 / -3.3 eV
HOMO energy (spin up / spin down) = -5.747 / -9.381 eV
Strongest force on any atom = 3.9 eV/A
Energy = -824.66112 Ha

Löwdin population analysis, charges in e, atoms 1 to 4: 0.22, 0.60, -0.26, -0.06

***

(7)
This record from the OMol25 dataset describes a 10-piece molecular cluster, C56H49Cl2N9O18 overall at a distorted geometry. The level of theory is ωB97M-V/def2-TZVPD.

Geometry as ORCA input:
```
! RIJCOSX wB97M-V def2-TZVPD def2/J DEFGRID3
* xyz 0 1
Cl -7.42793 14.97873 -4.85076
Cl -5.51851 15.86048 -7.52065
O -1.46037 18.90081 -5.08284
O -3.08792 20.68450 -17.53877
O 2.06568 17.30653 -10.73563
O -1.72140 21.49205 -11.58459
O -6.78456 12.28495 -12.43664
O -11.64607 13.63664 -9.65625
O -9.50719 13.49328 -9.22424
O -9.46391 20.49790 -6.02628
O -1.35996 17.64459 -6.86823
O 2.50251 24.67047 -15.87371
O -10.26731 19.75343 -10.17915
O -8.46860 21.45020 -7.78982
O 2.06585 17.51998 -12.89252
O -8.42879 18.75860 -10.85878
O 1.19508 23.44671 -17.01835
O -2.09831 20.30283 -15.54922
O -5.89155 11.78348 -14.26262
O -0.82633 19.51279 -11.89752
N -6.22266 12.60787 -13.40537
N -9.15515 19.74212 -10.66680
N -2.74493 21.05378 -16.39794
N -1.67883 20.29416 -11.45309
N 1.86708 23.61925 -16.02420
N -8.47817 20.80663 -6.75981
N -1.19193 18.72529 -6.28678
N -10.62788 14.09996 -9.15008
N 1.50334 17.25669 -11.79215
C -6.53794 14.41323 -7.18670
C -10.65759 15.43533 -8.58751
C -3.58692 24.88932 -15.01990
C 1.69653 22.63714 -14.97047
C -3.82890 23.26899 -16.75953
C -8.81086 20.95375 -11.37281
C -4.11320 24.51682 -16.31743
C -4.81423 20.10008 -6.68949
C 0.82689 20.35676 -9.00860
C -0.16180 15.67563 -10.67390
C -4.72557 15.86837 -14.69432
C -2.39953 15.45190 -11.76326
C -4.72012 18.92982 -5.98048
C -10.74669 18.06432 -7.77067
C -2.93973 19.76572 -10.83851
C -5.24991 19.90794 -10.23201
C -0.58219 16.67284 -12.90592
C -0.30359 20.98485 -6.62376
C -2.62327 24.24739 -14.34291
C 1.05501 20.46551 -14.13832
C -2.95722 18.39841 -10.35628
C -7.06093 19.02627 -5.46657
C 2.14542 21.97894 -12.70405
C -7.35087 22.17610 -12.87664
C -0.52147 19.75134 -7.07205
C -5.99956 20.73418 -6.86738
C -11.89154 16.04385 -8.22684
C 2.16883 22.92739 -13.72596
C -6.24442 14.96403 -12.55663
C -5.16948 18.68486 -9.55974
C -5.01379 14.51820 -14.51942
C -6.37869 13.91800 -5.82344
C -7.17816 20.22412 -6.36747
C -9.48381 22.07483 -11.10770
C 1.04407 21.46121 -15.13520
C -9.48464 16.28504 -8.58662
C -2.87016 22.47091 -16.00060
C -9.54350 17.53715 -7.97956
C -5.07489 16.72020 -13.65665
C 0.04285 19.45871 -8.29010
C -5.83433 16.29370 -12.65141
C -4.17534 20.48774 -10.80869
C 0.21664 16.52748 -11.79891
C -2.21927 22.97973 -14.87264
C -1.91295 16.28057 -12.84939
C -5.81272 14.01726 -13.51854
C 0.47033 21.91323 -7.33742
C -1.44061 15.08334 -10.80270
C -11.94152 17.38481 -7.91199
C 1.71113 20.68734 -12.91058
C 1.01612 21.61387 -8.50968
C -9.18152 23.25654 -11.79259
C -5.78886 18.42841 -5.32251
C -7.75458 21.01520 -12.22652
C -8.15093 23.25497 -12.75034
C -3.99527 17.85801 -9.65255
H 0.54892 21.29696 -16.08085
H -2.45533 16.73919 -13.66296
H -12.81540 15.51681 -8.41419
H 0.48332 15.56667 -9.81463
H -4.01071 25.83501 -14.71580
H -7.54700 14.54029 -7.57881
H 0.42166 19.62036 -14.36412
H -4.84835 25.12562 -16.82273
H -1.52021 22.41179 -14.27670
H -5.78552 17.57133 -4.66540
H -0.77877 21.29659 -5.70538
H 2.72760 22.26379 -11.84014
H 1.50488 20.12230 -9.81592
H -6.71472 12.89297 -5.66695
H -3.77709 16.92054 -9.16271
H 2.67747 23.86695 -13.56812
H -4.49181 13.81733 -15.15404
H -5.40449 13.96076 -5.33640
H -6.13650 20.52362 -10.19586
H 1.76473 22.27945 -8.91339
H 0.13844 18.47704 -8.73009
H -8.15961 24.17885 -13.30959
H -3.37760 14.99550 -11.72491
H -6.08475 18.28329 -9.15058
H -8.56156 16.03227 -9.08705
H -7.34601 20.06799 -12.54632
H -12.85694 17.94805 -8.01767
H -6.00178 21.63099 -7.46914
H -0.25446 17.34475 -13.68536
H 0.59613 22.92378 -6.97774
H -7.94820 18.54851 -5.07810
H -2.07387 17.78699 -10.46693
H -6.23889 13.64201 -7.89655
H -5.91344 16.92594 -11.77939
H -6.83691 14.66334 -11.70519
H -3.91504 20.40168 -7.20610
H -3.74392 18.46868 -5.95237
H -9.74674 24.17683 -11.79140
H -4.38843 21.41362 -11.32225
H -2.20883 24.60138 -13.41053
H 1.74496 20.11826 -11.99330
H -1.76899 14.50572 -9.95128
H -4.25120 22.75441 -17.60999
H -4.06401 16.11204 -15.51247
H -10.86519 19.10685 -7.51475
H -10.25650 21.89044 -10.37604
H -4.66831 17.71522 -13.76169
H -8.68829 18.19387 -7.91826
H -6.60931 22.14268 -13.66110
*
```

Values from the calculation:
LUMO energy = -1.3 eV
HOMO energy = -9.794 eV
Structure (SMILES) = O=[N+]([O-])c1ccccc1.O=[N+]([O-])c1ccccc1.O=[N+]([O-])c1ccccc1.O=[N+]([O-])c1ccccc1.O=[N+]([O-])c1ccccc1.O=[N+]([O-])c1ccccc1.O=[N+]([O-])c1ccccc1.O=[N+]([O-])c1ccccc1.O=[N+]([O-])c1ccccc1.ClCCCl
Strongest force on any atom = 4.3 eV/A
Energy = -4929.83368 Ha
Energy above the lowest of the compared OMol25 structures with the same formula, charge and spin = 136.12 kcal per mole

Löwdin population analysis, charges in e, atoms 1 to 4: 0.56, 0.65, 0.07, 0.07

***

(8)
This record from the OMol25 dataset describes a 2-piece molecular cluster, CH2ClNO2 overall at a distorted geometry. The level of theory is ωB97M-V/def2-TZVPD.

Geometry as ORCA input:
```
! RIJCOSX wB97M-V def2-TZVPD def2/J DEFGRID3
* xyz 0 1
Cl -1.90562 0.46577 -0.51229
O -0.30662 -0.46255 1.77264
O 1.34442 -1.06328 0.48503
N 0.31179 -0.45659 0.73438
C -0.16675 0.42975 -0.43066
H 0.45040 -0.40269 -1.45967
H 0.27238 1.48959 -0.58943
*
```

Values from the calculation:
LUMO energy = -0.3 eV
HOMO energy = -11.132 eV
Strongest force on any atom = 5.1 eV/A
Energy = -704.56877 Ha
Energy above the lowest of the compared OMol25 structures with the same formula, charge and spin = 95.18 kcal per mole

Löwdin population analysis, charges in e, atoms 1 to 4: 0.61, 0.06, 0.03, -0.47

***

Question: Number 5 is which compound?
Answer: C19H60F3O15S

***

Question: What is the strongest force on any atom in the eighth record?
Answer: 5.1 eV/A

***

What did the fourth record say?
This record from the OMol25 dataset describes an isolated ion of composition C3H5N2O3 and charge -1 at a distorted geometry. The level of theory is ωB97M-V/def2-TZVPD.

Geometry as ORCA input:
```
! RIJCOSX wB97M-V def2-TZVPD def2/J DEFGRID3
* xyz -1 1
O -2.60570 -1.14810 0.65713
O -2.21232 0.98062 1.07152
O -1.03133 -0.68471 -1.74701
N 0.68177 0.83371 1.15679
N 0.66170 -0.25508 0.24995
C 1.66546 -0.37557 -0.83245
C -0.95455 -0.30270 -0.59210
C -2.05305 -0.09394 0.46099
H 0.17718 1.66884 0.75236
H 0.15745 0.64247 1.97457
H 0.96443 -1.01762 -1.45427
H 1.96497 0.57776 -1.32087
H 2.58399 -0.82569 -0.37660
*
```

Values from the calculation:
LUMO energy = 4.0 eV
HOMO energy = -4.102 eV
Structure (SMILES) = CN(N)C(=O)C(=O)[O-]
Strongest force on any atom = 3.7 eV/A
Energy = -452.53102 Ha
Energy above the lowest of the compared OMol25 structures with the same formula, charge and spin = 85.50 kcal per mole

Löwdin population analysis, charges in e, atoms 1 to 4: 0.02, -0.06, 0.04, -0.04